# 1
# C39H32N2O3OsS

C39H32N2O3OsS as an isolated structure at a distorted geometry (the ωB97M-V functional and the def2-TZVPD basis, the OMol25 dataset).

```
78
Properties=species:S:1:pos:R:3
Os -0.125 -0.319 -0.431
O -1.993 -0.054 -0.449
C -2.922 0.209 0.570
C -2.617 -0.773 1.723
C -1.324 -0.519 2.445
C -1.320 -0.563 3.833
C -0.148 -0.336 4.527
C 0.986 0.003 3.806
C 0.929 0.078 2.427
C 2.124 0.609 1.682
C 2.711 -0.401 0.681
O 1.766 -0.665 -0.288
C 4.015 0.039 0.039
C 4.970 0.829 0.711
C 6.114 1.214 0.060
C 6.365 0.771 -1.250
C 5.443 -0.050 -1.910
C 4.290 -0.428 -1.271
C 3.234 -1.689 1.313
C 3.921 -1.691 2.536
C 4.363 -2.882 3.075
C 4.165 -4.077 2.387
C 3.517 -4.078 1.152
C 3.068 -2.892 0.609
N -0.200 -0.245 1.749
C -4.331 -0.139 0.060
C -5.466 0.436 0.621
C -6.724 0.046 0.185
C -6.856 -0.913 -0.808
C -5.724 -1.489 -1.366
C -4.464 -1.100 -0.937
C -2.844 1.685 0.963
C -2.880 2.128 2.279
C -2.850 3.489 2.556
C -2.790 4.412 1.524
C -2.756 3.974 0.207
C -2.784 2.618 -0.072
H -2.593 -1.768 1.266
H -3.441 -0.757 2.433
H -2.240 -0.769 4.361
H -0.122 -0.387 5.607
H 1.910 0.236 4.317
H 2.861 0.932 2.411
H 1.824 1.482 1.094
H 4.813 1.170 1.724
H 6.824 1.860 0.559
H 7.285 1.054 -1.745
H 5.640 -0.390 -2.917
H 3.561 -1.052 -1.770
H 4.104 -0.767 3.070
H 4.873 -2.886 4.029
H 4.528 -5.007 2.805
H 3.372 -5.003 0.610
H 2.558 -2.881 -0.346
H -5.376 1.200 1.382
H -7.603 0.503 0.620
H -7.839 -1.198 -1.158
H -5.823 -2.246 -2.133
H -3.574 -1.526 -1.384
H -2.952 1.423 3.098
H -2.874 3.827 3.584
H -2.782 5.471 1.748
H -2.717 4.689 -0.604
H -2.786 2.268 -1.097
O -0.013 0.201 -3.450
C -0.032 -0.003 -2.344
S -0.670 -2.800 -1.799
C -0.439 -4.281 -0.994
N -0.426 -5.415 -1.742
C -0.301 -6.659 -1.229
C -0.185 -6.837 0.116
C -0.191 -5.700 0.942
C -0.306 -4.445 0.398
H -0.529 -5.294 -2.742
H -0.300 -7.482 -1.929
H -0.095 -7.829 0.531
H -0.115 -5.818 2.015
H -0.310 -3.555 1.010
```

Calculated values
Expectation value of S²: 6.041
Kohn-Sham gap (spin up / spin down): 0.28045 / 0.12612 Ha
LUMO energy (spin up / spin down): -5.254 / -9.449 eV
DFT total energy: -63372.44588 eV
Multiplicity: 5
Net charge: +2
HOMO energy (spin up / spin down): -12.886 / -12.881 eV

Need the Mulliken charges? In units of e they are: atom 1 (Os): 0.47, atom 2 (O): -0.02, atom 3 (C): 1.85, atom 4 (C): -2.15, atom 5 (C): 0.69, atom 6 (C): -0.47, atom 7 (C): -1.09, atom 8 (C): -0.50, atom 9 (C): 0.57, atom 10 (C): -1.96, atom 11 (C): 2.59, atom 12 (O): -0.36, atom 13 (C): -0.01, atom 14 (C): -0.18, atom 15 (C): -0.90, atom 16 (C): -0.42, atom 17 (C): -1.00, atom 18 (C): -0.12, atom 19 (C): 0.06, atom 20 (C): -0.15, atom 21 (C): -0.97, atom 22 (C): -0.56, atom 23 (C): -0.79, atom 24 (C): -0.08, atom 25 (N): 0.34, atom 26 (C): -0.48, atom 27 (C): -0.24, atom 28 (C): -0.94, atom 29 (C): -0.59, atom 30 (C): -0.85, atom 31 (C): -0.16, atom 32 (C): 0.17, atom 33 (C): 0.21, atom 34 (C): -1.10, atom 35 (C): -0.49, atom 36 (C): -1.01, atom 37 (C): -0.31, atom 38 (H): 0.55, atom 39 (H): 0.48, atom 40 (H): 0.60, atom 41 (H): 0.47, atom 42 (H): 0.48, atom 43 (H): 0.83, atom 44 (H): 0.40, atom 45 (H): 0.31, atom 46 (H): 0.48, atom 47 (H): 0.45, atom 48 (H): 0.46, atom 49 (H): 0.44, atom 50 (H): 0.33, atom 51 (H): 0.47, atom 52 (H): 0.47, atom 53 (H): 0.53, atom 54 (H): 0.43, atom 55 (H): 0.42, atom 56 (H): 0.44, atom 57 (H): 0.41, atom 58 (H): 0.45, atom 59 (H): 0.29, atom 60 (H): 0.45, atom 61 (H): 0.47, atom 62 (H): 0.44, atom 63 (H): 0.45, atom 64 (H): 0.55, atom 65 (O): -0.39, atom 66 (C): 0.44, atom 67 (S): -0.39, atom 68 (C): 0.43, atom 69 (N): -0.04, atom 70 (C): -0.30, atom 71 (C): -0.66, atom 72 (C): -0.38, atom 73 (C): -0.34, atom 74 (H): 0.25, atom 75 (H): 0.43, atom 76 (H): 0.44, atom 77 (H): 0.48, atom 78 (H): 0.47


# 2
# C39H32N2O4P2Rh

C39H32N2O4P2Rh as an isolated structure (the ωB97M-V functional and the def2-TZVPD basis, the OMol25 dataset).

```
80
Properties=species:S:1:pos:R:3
Rh 1.783 0.203 -0.548
O 1.211 -5.844 -3.751
C 0.263 -5.342 -3.133
O -0.895 -5.711 -2.891
C 0.608 -3.950 -2.512
C -0.369 -3.253 -1.817
C -0.068 -2.037 -1.249
N 1.154 -1.507 -1.352
C 2.123 -2.170 -2.033
C 1.878 -3.385 -2.623
C 3.454 -1.478 -2.080
O 4.413 -1.902 -2.645
O 3.438 -0.311 -1.409
H -1.354 -3.695 -1.733
H -0.803 -1.476 -0.694
H 2.659 -3.904 -3.163
C -0.788 2.482 0.323
N -1.208 1.662 1.435
C -0.085 1.282 2.257
P 0.944 -0.053 1.534
C 0.143 -1.630 1.784
C 0.932 -2.781 1.723
C 0.333 -4.028 1.756
C -1.051 -4.129 1.842
C -1.836 -2.986 1.913
C -1.245 -1.732 1.877
C 2.452 -0.022 2.515
C 2.490 -0.678 3.747
C 3.631 -0.606 4.528
C 4.735 0.112 4.084
C 4.703 0.765 2.860
C 3.560 0.702 2.079
C -2.513 1.787 1.990
C -3.533 2.453 1.303
C -4.813 2.535 1.832
C -5.120 1.957 3.052
C -4.119 1.290 3.735
C -2.835 1.201 3.218
P 0.015 1.532 -1.025
C -1.240 0.741 -2.020
C -2.468 0.371 -1.473
C -3.356 -0.379 -2.231
C -3.017 -0.764 -3.521
C -1.795 -0.389 -4.069
C -0.903 0.359 -3.321
C 0.824 2.794 -2.021
C 2.159 3.120 -1.784
C 2.773 4.124 -2.515
C 2.050 4.811 -3.480
C 0.717 4.497 -3.717
C 0.102 3.489 -2.993
H -0.048 3.234 0.633
H -1.613 3.032 -0.121
H -0.389 0.948 3.245
H 0.603 2.126 2.416
H 2.011 -2.704 1.639
H 0.940 -4.920 1.697
H -1.518 -5.106 1.847
H -2.913 -3.070 1.985
H -1.869 -0.847 1.903
H 1.639 -1.256 4.086
H 3.663 -1.116 5.481
H 5.628 0.158 4.694
H 5.565 1.316 2.511
H 3.562 1.215 1.119
H -3.364 2.921 0.345
H -5.574 3.064 1.274
H -6.118 2.026 3.460
H -4.328 0.828 4.691
H -2.105 0.657 3.799
H -2.733 0.645 -0.459
H -4.309 -0.668 -1.810
H -3.703 -1.365 -4.103
H -1.534 -0.694 -5.073
H 0.056 0.636 -3.745
H 2.749 2.593 -1.035
H 3.812 4.364 -2.336
H 2.529 5.593 -4.054
H 0.159 5.033 -4.472
H -0.931 3.233 -3.194
```

Calculated values
Energy above the lowest of the compared OMol25 structures with the same formula, charge and spin: 0.497 eV
Kohn-Sham gap: 0.17989 Ha
LUMO energy: -5.019 eV
DFT total energy: -73712.17868 eV
Net charge: +1
HOMO energy: -9.914 eV

Need the Mulliken charges? In units of e they are: atom 1 (Rh): -0.95, atom 2 (O): -0.68, atom 3 (C): 0.32, atom 4 (O): -0.71, atom 5 (C): 0.16, atom 6 (C): -1.52, atom 7 (C): 0.00, atom 8 (N): 0.83, atom 9 (C): 0.26, atom 10 (C): -0.58, atom 11 (C): 0.16, atom 12 (O): -0.55, atom 13 (O): -0.80, atom 14 (H): 0.73, atom 15 (H): 0.66, atom 16 (H): 0.67, atom 17 (C): -1.38, atom 18 (N): 0.77, atom 19 (C): -1.45, atom 20 (P): 3.20, atom 21 (C): 0.57, atom 22 (C): -0.83, atom 23 (C): -0.90, atom 24 (C): -0.60, atom 25 (C): -0.88, atom 26 (C): -0.47, atom 27 (C): 0.59, atom 28 (C): -0.45, atom 29 (C): -0.84, atom 30 (C): -0.54, atom 31 (C): -0.92, atom 32 (C): -0.59, atom 33 (C): 2.23, atom 34 (C): -0.71, atom 35 (C): -0.94, atom 36 (C): -0.59, atom 37 (C): -0.95, atom 38 (C): -0.70, atom 39 (P): 3.16, atom 40 (C): 0.51, atom 41 (C): -0.49, atom 42 (C): -0.77, atom 43 (C): -0.65, atom 44 (C): -0.83, atom 45 (C): -0.83, atom 46 (C): 0.55, atom 47 (C): -0.54, atom 48 (C): -0.94, atom 49 (C): -0.55, atom 50 (C): -0.84, atom 51 (C): -0.42, atom 52 (H): 0.44, atom 53 (H): 0.29, atom 54 (H): 0.33, atom 55 (H): 0.44, atom 56 (H): 0.58, atom 57 (H): 0.46, atom 58 (H): 0.45, atom 59 (H): 0.49, atom 60 (H): 0.37, atom 61 (H): 0.46, atom 62 (H): 0.44, atom 63 (H): 0.41, atom 64 (H): 0.46, atom 65 (H): 0.26, atom 66 (H): 0.30, atom 67 (H): 0.41, atom 68 (H): 0.42, atom 69 (H): 0.42, atom 70 (H): 0.28, atom 71 (H): 0.31, atom 72 (H): 0.50, atom 73 (H): 0.43, atom 74 (H): 0.45, atom 75 (H): 0.60, atom 76 (H): 0.25, atom 77 (H): 0.45, atom 78 (H): 0.41, atom 79 (H): 0.44, atom 80 (H): 0.46


Question: The highest net charge belongs to which entry?
Answer: C39H32N2O3OsS


Question: Among the records above, which one has the highest DFT total energy?
Answer: C39H32N2O3OsS


Question: Which value of DFT total energy does entry 1 give?
Answer: -63372.44588 eV


Question: Among the records above, which one has the lowest DFT total energy?
Answer: C39H32N2O4P2Rh